Record 1
C3H3N2O3 | ωB97M-V/def2-TZVPD

Structure (XYZ):
```
11
Properties=species:S:1:pos:R:3:forces:R:3
C 1.22221 -0.60038 -1.37299 -2.342 -1.173 0.804
C -1.19760 -0.91716 -0.59328 1.316 -1.406 -2.067
C -0.22458 0.07020 1.34046 3.076 -0.366 3.783
N 0.14319 -1.05899 -1.15724 -0.119 0.065 -0.272
N 0.22907 1.45670 1.34004 -1.382 0.235 -1.108
O 2.30966 -0.32972 -1.64168 2.291 0.961 -0.608
O -2.06112 -1.55998 -1.14248 -0.526 0.302 0.212
O -1.25638 -0.23926 0.46499 -2.119 0.980 -0.443
H 0.75685 -0.36790 1.07394 -0.826 -0.960 -0.287
H 0.70138 1.52936 0.43994 0.218 1.047 -0.298
H -0.62268 2.01713 1.24831 0.414 0.316 0.285
```
Forces are in eV/Å.

The total charge is -1. The energy above the lowest of the compared OMol25 structures with the same formula, charge and spin is 3.464 eV. As for the spin multiplicity: 1. The HOMO-LUMO gap is 5.24 eV.

Löwdin population analysis, charges in e, atoms 1 to 5: atom 1 (C): -0.38, atom 2 (C): -0.61, atom 3 (C): -0.42, atom 4 (N): 0.23, atom 5 (N): -0.07

Record 2
C3H3N2O3 | ωB97M-V/def2-TZVPD

Structure (XYZ):
```
11
Properties=species:S:1:pos:R:3:forces:R:3
C 0.03727 0.88921 -1.28222 2.575 -0.517 3.968
C -0.96880 0.23600 -1.60962 -3.153 -1.139 -0.647
C 0.94894 0.14454 -0.17120 0.612 1.059 -1.631
N 0.74566 -0.39266 1.03515 -0.646 0.471 -0.044
N -0.09713 -0.73974 2.13667 0.457 0.134 0.554
O -1.95379 -0.34196 -1.82421 -0.804 -0.859 -0.492
O 2.11197 0.10734 -0.65355 0.499 -0.141 0.147
O -1.44871 -0.30608 1.83928 0.758 0.474 0.107
H 0.37116 1.74884 -1.75923 0.824 1.137 -0.501
H 1.65023 -0.71226 1.33045 0.346 -0.209 0.000
H -1.39679 -0.63322 0.95847 -1.469 -0.409 -1.461
```
Forces are in eV/Å.

As for the SMILES: O=C=CC(=O)N[N-]O. The total charge is -1. The energy above the lowest of the compared OMol25 structures with the same formula, charge and spin is 6.350 eV. As for the spin multiplicity: 1. The HOMO-LUMO gap (spin up / spin down) is 5.43 / 5.43 eV.

Löwdin population analysis, charges in e, atoms 1 to 5: atom 1 (C): 0.00, atom 2 (C): -0.29, atom 3 (C): -0.47, atom 4 (N): -0.04, atom 5 (N): -0.19

Record 3
C3H3N2O3 | ωB97M-V/def2-TZVPD

Structure (XYZ):
```
11
Properties=species:S:1:pos:R:3:forces:R:3
C 0.66509 1.70817 -0.16063 -0.643 0.805 0.276
C -2.73042 0.12996 0.11494 0.036 -1.717 -0.144
C -1.58951 -0.75096 -0.13762 -0.583 -2.011 -0.460
N -1.45595 0.63047 -0.03093 2.723 2.273 0.437
N -0.69295 1.73702 -0.09685 0.545 0.786 -1.061
O 1.42308 0.78096 0.14585 0.248 -0.061 -0.425
O -0.96729 -1.76546 -0.39319 -1.333 1.832 0.562
O 1.69291 -1.95954 0.39546 2.438 -0.430 0.253
H 1.14218 2.74922 -0.49388 -1.272 -1.755 0.734
H 0.80954 -2.25076 0.41864 -1.657 -0.076 -0.178
H 1.70333 -1.00908 0.23821 -0.502 0.354 0.006
```
Forces are in eV/Å.

The total charge is -1. The energy above the lowest of the compared OMol25 structures with the same formula, charge and spin is 2.305 eV. As for the spin multiplicity: 3. The HOMO-LUMO gap (spin up / spin down) is 6.30 / 6.55 eV.

Löwdin population analysis, charges in e, atoms 1 to 5: atom 1 (C): -0.45, atom 2 (C): 0.08, atom 3 (C): -0.43, atom 4 (N): -0.15, atom 5 (N): 0.03